# CH5NOSi

CH5NOSi as an isolated structure in a non-equilibrium geometry (the ωB97M-V functional and the def2-TZVPD basis, OMol25).

Geometry as XYZ:
```
9
Properties=species:S:1:pos:R:3
C -3.08 -0.35 0.11
N -3.45 0.72 0.03
O -0.08 -1.19 -0.03
Si 0.10 0.30 -0.10
H -2.73 -1.35 0.17
H 4.22 -0.16 0.37
H 4.62 -0.21 -0.29
H -0.11 1.11 -1.29
H 0.50 1.13 1.03
```

Properties
* HOMO level: -10.905 eV
* LUMO energy: -0.3783 eV
* ΔE to the lowest compared entry with this formula, charge and spin: 36.8 kcal per mole
* orbital gap: 10.5 eV

Atom charges from the natural (NBO) analysis, given in e for atoms 1 to 6: 0.075, -0.329, -1.166, 1.634, 0.256, -0.005